The following is a quantum chemistry calculation of a molecular structure, C32H32Cl3GeN12O9P2S2Sr, from OMol25.

ORCA input file:
```
! RIJCOSX wB97M-V def2-TZVPD def2/J DEFGRID3
* xyz -2 2
Sr 0.164 -0.321 0.333
S -0.289 -1.373 -4.341
C -0.276 0.345 -4.612
C -1.157 1.096 -5.356
C -0.863 2.448 -5.574
C -1.697 3.204 -6.414
N -2.374 3.769 -7.152
C 0.304 3.017 -5.017
C 1.162 2.256 -4.222
C 0.865 0.920 -4.020
S 1.804 -0.284 -3.209
C 0.642 4.343 -5.349
N 0.960 5.399 -5.672
H -2.039 0.652 -5.795
H 2.053 2.694 -3.794
C 1.103 0.774 5.706
O 1.414 1.208 4.388
C 0.998 0.488 3.348
O 1.311 0.851 2.221
N 0.347 -0.674 3.616
N -0.019 -1.373 2.448
H 1.672 1.422 6.371
H 1.404 -0.268 5.852
H 0.033 0.888 5.900
H -0.411 -0.561 4.302
H -0.963 -1.138 2.151
H -0.041 -2.372 2.622
N -2.688 -1.691 -2.404
C -2.806 -2.092 -0.981
C -3.942 -3.053 -0.746
P -2.957 -0.460 -0.109
O -4.343 -0.627 0.660
O -3.074 0.497 -1.267
O -1.861 -0.192 0.862
P -1.187 -2.803 -0.491
O -1.186 -4.106 -1.512
O -1.149 -3.280 0.900
O -0.158 -1.865 -1.045
H -3.275 -2.218 -3.047
H -1.689 -1.718 -2.745
H -2.946 -0.641 -2.344
H -4.906 -2.615 -1.007
H -3.957 -3.310 0.311
H -3.782 -3.973 -1.312
H -4.454 0.214 1.153
H -0.497 -3.963 -2.160
Cl -1.905 4.307 3.341
Ge -1.754 2.267 2.234
Cl -4.092 2.093 1.858
Cl -1.995 1.032 4.312
O 0.983 1.419 -0.529
N 1.682 2.440 -0.164
C 2.895 2.284 0.295
C 3.645 1.085 0.427
N 4.403 0.219 0.491
C 3.638 3.425 0.667
N 4.303 4.313 0.969
N -1.638 3.074 -0.902
C -2.028 3.928 -1.906
C -3.362 3.954 -2.327
C -3.774 4.836 -3.304
C -2.875 5.717 -3.882
C -1.554 5.710 -3.461
C -1.131 4.828 -2.487
H -0.645 2.866 -0.862
H -2.223 2.251 -0.826
H -4.057 3.259 -1.878
H -4.809 4.840 -3.617
H -3.196 6.397 -4.657
H -0.847 6.393 -3.907
H -0.096 4.814 -2.171
C 3.972 -3.226 -0.617
C 2.871 -2.382 -0.628
N 2.398 -1.795 0.464
C 2.973 -2.080 1.617
C 4.059 -2.952 1.751
C 4.589 -3.507 0.588
C 4.677 -3.203 3.046
C 4.038 -3.486 4.190
C 2.618 -3.760 4.323
C 1.982 -3.667 5.570
C 0.638 -3.981 5.614
N -0.032 -4.378 4.540
C 0.657 -4.442 3.407
N 1.933 -4.166 3.249
H 4.339 -3.651 -1.539
H 2.356 -2.153 -1.549
H 2.592 -1.567 2.488
H 5.455 -4.155 0.638
H 5.757 -3.118 3.065
H 4.603 -3.558 5.113
H 2.523 -3.360 6.454
H 0.065 -3.925 6.534
H 0.118 -4.753 2.521
*
```

Computed properties:
* LUMO (spin up / spin down): 3.03 / 3.03 eV
* <S²>: 0.76